# C40H33IrN5O2SSe

A molecular structure, C40H33IrN5O2SSe in a non-equilibrium geometry (the ωB97M-V functional and the def2-TZVPD basis, the Open Molecules 2025 dataset).

Geometry as XYZ:
```
83
Properties=species:S:1:pos:R:3:mulliken_spin:R:1
Ir 0.721 -0.758 -0.307 2.53
C 2.033 -0.285 -3.449 -0.01
O 0.859 -0.291 -2.637 -0.01
C -0.368 -0.496 -3.183 0.20
C -0.556 -0.355 -4.502 -0.03
C -1.835 -0.537 -5.034 0.24
C -2.941 -0.811 -4.218 -0.03
C -2.778 -0.969 -2.862 0.18
C -1.446 -0.812 -2.268 0.04
N -1.236 -1.008 -0.949 0.35
N -2.425 -1.082 -0.269 0.35
C -2.494 -1.282 1.047 0.09
C -1.441 -1.566 1.967 0.29
O -0.208 -2.072 1.540 0.11
C -1.622 -1.451 3.368 -0.12
C -2.797 -1.035 3.930 0.26
C -3.924 -0.903 3.075 -0.01
C -5.216 -0.691 3.602 0.11
C -6.349 -0.672 2.777 -0.03
C -6.216 -0.958 1.412 0.06
C -4.934 -1.015 0.848 0.02
C -3.798 -1.038 1.656 0.01
H 2.200 0.671 -3.958 0.01
H 1.987 -1.087 -4.181 0.01
H 2.855 -0.484 -2.773 0.00
H 0.224 -0.058 -5.219 0.01
H -2.039 -0.552 -6.098 0.00
H -3.931 -0.931 -4.623 0.00
H -3.594 -1.268 -2.222 0.00
H -0.786 -1.786 3.931 0.02
H -2.856 -1.004 5.012 0.00
H -5.314 -0.603 4.682 0.00
H -7.342 -0.419 3.167 0.00
H -7.026 -0.934 0.691 0.00
H -4.783 -1.082 -0.218 0.02
C 1.611 5.957 -1.121 0.00
C 0.436 4.920 -1.255 0.00
C 0.764 4.090 -2.548 0.00
C -0.965 5.582 -1.422 0.00
C 0.440 4.052 0.015 0.03
C 0.180 4.689 1.240 -0.01
C 0.206 4.002 2.430 0.01
C 0.454 2.655 2.382 -0.01
S 0.756 1.609 3.709 0.02
C 1.067 0.325 2.589 0.00
N 0.917 0.653 1.326 0.18
C 0.646 1.995 1.170 -0.07
C 0.602 2.687 -0.038 0.05
C 1.399 -1.076 3.010 0.06
C 2.356 -1.227 3.997 0.00
C 2.861 -2.465 4.325 0.00
C 2.371 -3.564 3.618 0.00
C 1.358 -3.414 2.682 0.02
C 0.849 -2.184 2.404 -0.06
H 1.890 6.424 -2.050 0.00
H 2.533 5.530 -0.786 0.00
H 1.433 6.805 -0.458 0.00
H 0.788 4.693 -3.405 0.00
H 0.023 3.313 -2.762 0.00
H 1.744 3.589 -2.459 0.00
H -0.915 6.226 -2.304 0.00
H -1.166 6.204 -0.523 0.00
H -1.720 4.864 -1.513 0.00
H -0.013 5.757 1.226 0.00
H 0.141 4.543 3.388 0.00
H 0.740 2.169 -0.927 0.00
H 2.720 -0.315 4.479 0.00
H 3.558 -2.565 5.154 0.00
H 2.796 -4.533 3.882 0.00
H 0.904 -4.277 2.193 0.00
Se 3.933 -1.438 1.224 0.01
N 2.648 -1.752 -0.026 0.09
C 3.003 -2.783 -0.785 -0.06
C 2.221 -3.335 -1.831 0.07
C 2.726 -4.393 -2.494 0.02
C 3.926 -5.000 -2.048 0.00
C 4.682 -4.549 -1.015 0.00
C 4.230 -3.417 -0.346 -0.01
N 4.867 -2.791 0.643 0.01
H 1.268 -2.938 -2.039 -0.02
H 2.214 -4.736 -3.364 0.00
H 4.332 -5.880 -2.539 0.00
H 5.565 -5.076 -0.760 0.00
```

As for the relative energy (zero: lowest compared OMol25 entry of this formula, charge and spin): 0.00 kJ/mol. As for the spin multiplicity: 6. The largest force on an atom comes out at 2.86 eV Å⁻¹. As for the charge: +2. The value obtained for the gap between HOMO and LUMO (alpha / beta) is 5.772 / 5.226 eV.